Formula: C71H152F24N8O5P3S2
Source: the OMol25 dataset
Level of theory: the ωB97M-V functional and the def2-TZVPD basis

Each line ends with the Mulliken charge.
Cartesian coordinates (Å):
C1 -21.455 -6.480 -30.709  -0.063
C2 -21.785 -7.644 -31.664  -1.117
C3 -21.288 -8.956 -31.138  0.208
C4 -22.089 -9.409 -29.881  -1.536
N1 -21.677 -10.778 -29.266  1.016
C5 -22.519 -10.996 -28.014  -0.872
C6 -21.524 -10.843 -26.846  0.543
C7 -20.264 -11.442 -27.429  -0.912
C8 -20.222 -10.721 -28.750  -0.040
C9 -21.844 -11.991 -30.199  -1.269
C10 -23.245 -12.055 -30.822  -0.079
C11 -23.430 -13.236 -31.743  -1.449
H1 -20.381 -6.427 -30.570  -0.042
H2 -21.871 -6.691 -29.722  0.084
H3 -21.732 -5.522 -31.143  0.188
H4 -21.281 -7.423 -32.606  0.387
H5 -22.850 -7.601 -31.968  0.376
H6 -20.226 -8.845 -30.839  -0.221
H7 -21.344 -9.667 -31.929  0.503
H8 -23.152 -9.575 -30.069  0.536
H9 -22.066 -8.772 -28.996  0.630
H10 -22.805 -12.021 -28.030  0.600
H11 -23.376 -10.330 -27.973  0.284
H12 -21.947 -11.278 -25.956  0.577
H13 -21.385 -9.778 -26.674  -0.782
H14 -20.354 -12.518 -27.383  0.390
H15 -19.430 -11.097 -26.855  0.331
H16 -19.571 -11.154 -29.494  0.174
H17 -19.922 -9.644 -28.611  -0.230
H18 -21.604 -12.864 -29.618  0.736
H19 -21.097 -11.842 -30.973  0.441
H20 -23.290 -11.118 -31.381  0.201
H21 -23.999 -12.045 -30.031  0.419
H22 -24.449 -13.236 -32.015  0.404
H23 -23.033 -14.118 -31.233  0.363
H24 -22.853 -13.176 -32.640  0.359
C12 -29.031 -5.713 -24.123  -1.322
C13 -27.907 -4.873 -23.544  -0.505
C14 -26.586 -5.650 -23.177  -0.307
C15 -25.497 -4.602 -22.753  -1.243
N2 -24.179 -5.274 -22.361  0.964
C16 -24.306 -5.966 -21.065  -0.497
C17 -23.724 -5.146 -19.981  -0.756
C18 -23.520 -3.744 -20.666  -0.737
C19 -23.215 -4.145 -22.087  -0.864
C20 -23.678 -6.216 -23.387  -1.592
C21 -23.518 -5.572 -24.716  0.975
C22 -23.242 -6.580 -25.816  -1.713
H25 -29.836 -5.064 -24.456  0.401
H26 -29.424 -6.487 -23.433  0.315
H27 -28.618 -6.194 -25.014  0.327
H28 -28.284 -4.445 -22.629  0.360
H29 -27.658 -4.005 -24.189  0.359
H30 -26.251 -6.224 -24.056  0.208
H31 -26.771 -6.434 -22.435  0.423
H32 -25.881 -4.138 -21.823  0.638
H33 -25.283 -3.886 -23.538  0.364
H34 -23.912 -6.965 -21.119  0.414
H35 -25.368 -6.081 -20.854  0.193
H36 -22.788 -5.467 -19.574  0.310
H37 -24.393 -4.945 -19.148  0.401
H38 -22.697 -3.171 -20.240  0.386
H39 -24.387 -3.069 -20.743  0.382
H40 -22.237 -4.626 -22.123  0.448
H41 -23.282 -3.435 -22.866  0.251
H42 -24.423 -7.002 -23.471  0.288
H43 -22.755 -6.585 -22.957  0.948
H44 -22.696 -4.863 -24.740  -0.594
H45 -24.418 -5.005 -24.911  0.436
H46 -23.366 -6.124 -26.798  0.426
H47 -24.058 -7.296 -25.783  0.706
H48 -22.281 -7.093 -25.747  0.113
C23 -11.890 -3.876 -25.169  -1.465
C24 -13.122 -4.499 -24.605  0.239
C25 -13.070 -5.894 -23.983  -0.074
C26 -12.384 -6.958 -24.776  -0.670
N3 -12.138 -8.285 -24.025  0.161
C27 -11.252 -8.152 -22.809  -0.562
C28 -9.849 -7.871 -23.430  -0.714
C29 -9.843 -8.639 -24.820  -0.678
C30 -11.285 -9.171 -24.969  -0.534
C31 -13.406 -8.990 -23.634  -0.848
C32 -14.367 -9.318 -24.750  0.111
C33 -15.707 -9.950 -24.162  -1.458
H49 -12.133 -3.107 -25.920  0.273
H50 -11.235 -4.515 -25.745  0.412
H51 -11.273 -3.394 -24.400  0.293
H52 -13.910 -4.534 -25.366  -0.019
H53 -13.505 -3.776 -23.903  0.114
H54 -14.125 -6.132 -23.764  0.143
H55 -12.565 -5.768 -22.987  0.053
H56 -11.407 -6.524 -25.058  0.386
H57 -12.960 -7.260 -25.663  0.120
H58 -11.214 -9.093 -22.261  0.546
H59 -11.640 -7.383 -22.131  0.472
H60 -9.032 -8.261 -22.800  0.405
H61 -9.624 -6.816 -23.600  0.281
H62 -9.125 -9.459 -24.812  0.378
H63 -9.587 -7.951 -25.619  0.337
H64 -11.370 -10.189 -24.598  0.492
H65 -11.688 -9.104 -25.979  0.390
H66 -13.903 -8.392 -22.835  0.302
H67 -12.982 -9.866 -23.182  0.605
H68 -13.931 -9.997 -25.467  0.424
H69 -14.690 -8.431 -25.272  -0.106
H70 -16.331 -9.238 -23.657  0.376
H71 -15.539 -10.798 -23.540  0.464
H72 -16.318 -10.363 -25.003  0.272
C34 -11.842 -1.602 -29.321  -1.391
C35 -13.113 -1.842 -30.063  -0.069
C36 -13.057 -3.165 -30.851  -0.595
C37 -14.410 -3.657 -31.401  -0.628
N4 -14.578 -5.012 -31.994  1.601
C38 -14.055 -6.146 -31.000  0.435
C39 -13.080 -6.947 -31.858  -0.641
C40 -12.514 -5.939 -32.891  -0.924
C41 -13.779 -5.154 -33.251  -0.715
C42 -16.029 -5.336 -32.183  -0.462
C43 -16.858 -4.439 -33.153  -0.237
C44 -18.295 -4.923 -33.184  -1.148
H73 -10.984 -1.531 -29.999  0.353
H74 -11.615 -2.378 -28.566  0.182
H75 -11.897 -0.667 -28.755  0.449
H76 -13.376 -1.009 -30.738  0.356
H77 -13.896 -1.893 -29.323  0.190
H78 -12.641 -3.971 -30.211  0.319
H79 -12.356 -3.127 -31.698  0.397
H80 -14.710 -2.913 -32.172  0.510
H81 -15.252 -3.624 -30.682  -0.346
H82 -14.890 -6.671 -30.585  -0.662
H83 -13.549 -5.598 -30.159  0.143
H84 -13.535 -7.832 -32.338  0.027
H85 -12.404 -7.394 -31.142  0.622
H86 -12.029 -6.502 -33.660  0.543
H87 -11.776 -5.298 -32.440  0.286
H88 -14.337 -5.795 -33.976  0.501
H89 -13.527 -4.169 -33.709  0.225
H90 -16.480 -5.267 -31.174  -0.276
H91 -16.154 -6.385 -32.487  0.315
H92 -16.427 -4.586 -34.162  0.456
H93 -16.808 -3.377 -32.849  0.185
H94 -18.789 -4.789 -32.208  0.016
H95 -18.295 -6.001 -33.410  0.453
H96 -18.849 -4.413 -34.005  0.421
C45 -13.739 -0.900 -23.587  -1.474
C46 -15.247 -1.263 -23.726  0.152
C47 -15.968 -0.398 -22.689  -0.836
C48 -17.381 -0.753 -22.319  -1.040
N5 -17.940 -0.034 -21.060  1.214
C49 -19.338 -0.524 -20.835  -0.651
C50 -20.256 0.655 -21.226  -0.340
C51 -19.402 1.841 -20.794  -0.958
C52 -18.056 1.402 -21.297  -0.525
C53 -17.114 -0.225 -19.802  -1.297
C54 -16.989 -1.666 -19.338  -0.227
C55 -16.150 -1.680 -18.055  -1.478
H97 -13.299 -1.373 -22.715  0.387
H98 -13.586 0.177 -23.460  0.436
H99 -13.085 -1.182 -24.426  0.318
H100 -15.373 -2.357 -23.547  0.249
H101 -15.605 -1.077 -24.739  0.199
H102 -15.942 0.616 -23.143  0.303
H103 -15.381 -0.324 -21.787  0.399
H104 -17.411 -1.816 -21.976  0.384
H105 -18.080 -0.640 -23.146  0.556
H106 -19.527 -0.746 -19.793  0.375
H107 -19.506 -1.400 -21.472  0.197
H108 -21.231 0.510 -20.781  0.597
H109 -20.448 0.693 -22.305  -0.061
H110 -19.350 2.016 -19.697  0.339
H111 -19.717 2.769 -21.289  0.401
H112 -17.236 1.859 -20.753  0.241
H113 -17.962 1.608 -22.362  0.487
H114 -17.702 0.314 -19.029  0.615
H115 -16.219 0.298 -19.982  0.506
H116 -16.570 -2.347 -20.074  0.290
H117 -17.946 -2.117 -19.118  0.439
H118 -16.593 -1.040 -17.289  0.360
H119 -15.106 -1.448 -18.209  0.358
H120 -16.258 -2.633 -17.585  0.436
C56 -26.225 2.705 -32.668  -1.262
C57 -25.610 1.485 -33.296  -0.674
C58 -24.422 0.926 -32.609  -0.107
C59 -24.790 0.117 -31.360  -1.288
N6 -23.709 -0.392 -30.441  0.575
C60 -24.306 -1.225 -29.345  -1.045
C61 -23.183 -1.313 -28.313  -0.249
C62 -22.219 -0.164 -28.624  -0.012
C63 -22.944 0.673 -29.714  -0.834
C64 -22.715 -1.220 -31.205  -0.193
C65 -23.363 -2.332 -32.145  -0.320
C66 -22.159 -2.814 -32.979  -1.381
H121 -27.222 2.917 -33.046  0.352
H122 -25.595 3.568 -32.806  0.342
H123 -26.291 2.511 -31.619  0.360
H124 -25.343 1.835 -34.316  0.332
H125 -26.346 0.697 -33.437  0.395
H126 -23.769 1.759 -32.343  0.263
H127 -23.933 0.225 -33.286  0.257
H128 -25.479 -0.727 -31.523  0.423
H129 -25.371 0.770 -30.697  0.601
H130 -24.552 -2.185 -29.823  0.458
H131 -25.284 -0.771 -29.106  0.398
H132 -22.774 -2.292 -28.491  -0.003
H133 -23.558 -1.329 -27.291  0.825
H134 -21.225 -0.492 -28.941  -0.667
H135 -22.067 0.465 -27.745  0.677
H136 -22.231 1.282 -30.313  0.439
H137 -23.606 1.333 -29.155  0.403
H138 -22.044 -1.622 -30.465  -0.363
H139 -22.159 -0.518 -31.818  0.522
H140 -24.059 -1.840 -32.812  0.363
H141 -23.875 -3.182 -31.709  0.420
H142 -21.347 -3.101 -32.330  0.108
H143 -21.817 -2.107 -33.737  0.404
H144 -22.395 -3.685 -33.548  0.504
C67 -17.255 -4.883 -27.629  0.164
C68 -17.743 -3.950 -26.569  0.239
O1 -17.082 -3.558 -25.632  -0.626
N7 -19.011 -3.260 -26.723  0.948
H145 -19.337 -2.981 -25.782  0.067
H146 -18.829 -2.397 -27.230  0.540
C69 -20.122 -4.018 -27.384  0.141
H147 -16.282 -5.220 -27.289  0.196
H148 -17.221 -4.298 -28.539  -0.064
H149 -17.895 -5.776 -27.768  -0.103
H150 -19.814 -4.287 -28.388  0.180
H151 -21.010 -3.383 -27.391  -0.624
H152 -20.317 -4.896 -26.801  0.119
C70 -14.702 -11.638 -32.530  0.652
F1 -14.637 -12.628 -33.479  -0.223
F2 -14.994 -12.395 -31.468  -0.218
F3 -13.471 -11.086 -32.384  -0.205
S1 -15.944 -10.328 -32.627  0.915
O2 -15.350 -9.275 -33.371  -0.636
O3 -17.159 -10.872 -33.105  -0.633
N8 -15.967 -9.975 -31.093  -0.436
S2 -16.705 -8.975 -30.175  0.252
O4 -16.977 -7.577 -30.616  0.069
O5 -17.800 -9.602 -29.493  -0.296
C71 -15.455 -8.845 -28.727  0.198
F4 -15.306 -10.037 -28.228  -0.180
F5 -14.236 -8.441 -29.171  -0.242
F6 -15.666 -7.941 -27.731  0.081
P1 -19.294 -7.507 -25.161  1.160
F7 -20.124 -6.238 -24.700  -0.469
F8 -20.587 -8.450 -24.796  -0.401
F9 -19.913 -7.350 -26.672  -0.080
F10 -18.481 -8.826 -25.661  -0.480
F11 -17.999 -6.535 -25.504  -0.389
F12 -18.716 -7.734 -23.661  -0.399
P2 -21.347 -1.420 -24.318  1.587
F13 -20.788 -2.947 -24.655  -0.660
F14 -22.864 -1.996 -24.312  -0.367
F15 -21.261 -1.690 -22.703  -0.506
F16 -21.859 0.065 -24.034  -0.530
F17 -19.822 -0.963 -24.282  -0.532
F18 -21.338 -1.151 -25.868  -0.502
P3 -18.559 -1.582 -30.102  1.784
F19 -19.155 -1.697 -31.553  -0.401
F20 -18.128 -3.168 -30.198  -0.432
F21 -17.140 -1.163 -30.606  -0.301
F22 -17.942 -1.494 -28.533  -0.574
F23 -19.099 -0.113 -29.952  -0.363
F24 -19.987 -2.110 -29.526  -0.649

Total charge: +3
E_tot, hartree: -7827.788177